The following is a DFT calculation (the ωB97M-V functional and the def2-TZVPD basis) of a structure of composition C40H41N4PRb.

## Properties
ΔE to the lowest compared entry with this formula, charge and spin   1.1 kcal/mol
Orbital gap   5.13 eV
Charge   -1

Geometry as XYZ:
```
87
C40H41N4PRb, DFT the ωB97M-V functional and the def2-TZVPD basis
Rb -0.44 0.69 0.50
P 0.26 -2.25 -1.32
N -1.39 3.68 0.59
N 1.60 3.03 0.08
N -2.31 1.79 -1.48
N -0.11 2.38 2.83
C -3.55 -2.52 -2.58
C 0.76 1.92 3.92
C 1.76 4.96 1.48
C 1.37 -5.37 -1.45
C 1.22 -3.25 3.11
C 2.43 -2.04 -2.98
C -2.56 3.85 -0.27
C -1.73 3.95 1.99
C -2.62 -1.78 -0.42
C -1.13 -3.65 -3.32
C 2.11 -4.31 -2.22
C -2.23 -3.83 -4.13
C -1.20 -2.93 -2.12
C -2.42 3.12 -1.58
C -0.30 4.54 0.10
C 1.62 -2.19 1.00
C 1.07 4.15 0.59
C -2.43 3.77 -2.80
C -2.46 -2.40 -1.65
C 1.95 -2.37 2.33
C 3.23 -4.67 -2.96
C -0.15 -3.82 1.17
C -1.25 -4.70 0.64
C 0.89 4.24 4.70
C 0.57 -2.90 0.40
C -2.32 3.01 -3.96
C 3.54 -2.42 -3.71
C -2.21 1.64 -3.86
C 2.81 2.67 0.49
C 0.18 -3.96 2.52
C -0.65 3.57 2.99
C 3.95 -3.74 -3.70
C 1.70 -2.97 -2.23
C -3.44 -3.22 -3.75
C -0.30 4.51 3.96
C -0.07 1.11 4.92
C -2.21 1.07 -2.60
C 3.00 4.55 1.94
C 1.49 3.04 4.61
C 3.54 3.38 1.43
H 4.82 -4.05 -4.26
H 4.51 3.02 1.75
H -0.78 5.49 3.98
H 1.29 5.85 1.87
H -0.89 -5.73 0.55
H 3.22 1.76 0.06
H 1.44 -3.38 4.16
H -2.51 4.85 -2.84
H 2.45 2.85 5.07
H -2.32 3.50 -4.93
H -3.58 -1.35 -0.16
H -2.79 4.91 -0.45
H 1.36 5.05 5.26
H -0.29 4.47 -0.99
H 2.10 -1.01 -2.98
H -2.62 3.36 2.21
H -2.13 1.01 -4.74
H -4.50 -2.07 -2.30
H 3.53 5.13 2.68
H -2.15 -4.39 -5.06
H 0.57 0.69 5.71
H 2.17 -1.48 0.40
H -0.50 5.59 0.38
H 3.55 -5.71 -2.96
H 1.50 1.22 3.48
H -1.90 -1.87 0.38
H -2.14 -0.01 -2.46
H 0.29 -5.24 -1.54
H -1.99 5.01 2.12
H -4.31 -3.31 -4.40
H -0.17 -4.04 -3.64
H 1.64 -6.36 -1.81
H -3.41 3.42 0.26
H 1.62 -5.31 -0.39
H -0.60 0.29 4.42
H -1.61 -4.38 -0.34
H 2.77 -1.80 2.77
H -0.39 -4.66 3.12
H 4.09 -1.68 -4.29
H -0.81 1.77 5.38
H -2.10 -4.71 1.32
```

The following is a DFT calculation (the ωB97M-V functional and the def2-TZVPD basis) of a structure of composition C36H55BLaN13S.

## Properties
ΔE to the lowest compared entry with this formula, charge and spin   11.2 kcal/mol
Orbital gap   7.22 eV
Charge   +2

Geometry as XYZ:
```
107
C36H55BLaN13S, DFT the ωB97M-V functional and the def2-TZVPD basis
La 0.43 0.12 0.31
S -3.16 -2.06 -0.16
N -3.51 -1.06 -2.98
N -0.78 2.48 0.38
N 0.83 -1.85 -1.60
N -1.42 -0.37 2.17
N 0.23 3.37 0.64
N -2.08 -1.11 -1.10
N -0.61 0.89 -2.25
N 2.84 -1.20 0.65
N 0.36 -2.60 1.30
N 2.40 1.30 -0.80
N 2.53 2.52 -0.21
N 1.91 2.38 2.34
N 1.64 1.10 2.77
C -1.46 0.20 -3.02
C -6.58 -3.12 -2.95
C 2.39 2.36 4.49
C -2.38 -0.74 -2.30
C -4.53 -1.94 -2.54
C 1.68 -3.02 1.87
C 1.66 -1.45 4.80
C -4.48 -2.48 -1.26
C -0.25 4.62 0.67
C 0.09 -3.46 0.11
C 1.01 -3.22 -1.06
C 2.75 -1.94 1.91
C -1.60 4.58 0.41
C -1.90 3.23 0.24
C -0.78 -2.80 2.25
C 3.62 -0.01 -2.56
C 2.79 -0.04 -3.84
C -3.29 2.76 -0.09
C 0.04 1.92 -2.78
C 4.09 2.41 -1.77
C 1.95 1.09 4.09
C -5.57 -2.26 -3.38
C -0.07 2.28 -4.12
C 3.53 3.20 -0.79
C -1.30 -1.58 3.01
C 3.00 0.11 6.15
C -5.47 -3.34 -0.83
C -0.85 1.49 -4.94
C 1.82 0.02 5.17
C -1.56 0.43 -4.38
C 3.37 1.22 -1.73
C 2.35 3.13 3.36
C -3.67 1.44 0.54
C -6.52 -3.66 -1.68
C -3.55 2.75 -1.60
C 5.11 -0.15 -2.89
B 1.71 3.10 0.98
H -3.94 3.54 0.34
H -0.94 -3.29 -0.21
H 0.92 0.32 5.73
H 0.67 2.49 -2.12
H -4.71 1.19 0.32
H 1.54 -3.40 2.88
H 0.16 -4.52 0.40
H -3.70 -0.57 -3.83
H 3.01 0.84 -4.45
H 5.73 -0.10 -2.00
H 0.40 5.45 0.87
H 5.29 -1.11 -3.38
H 3.34 -0.87 -1.94
H 2.61 4.16 3.22
H 2.06 -3.35 -0.79
H 3.22 -1.78 -0.08
H -2.17 -0.19 -5.02
H 1.12 -1.60 3.88
H 2.05 -3.86 1.29
H -2.29 5.40 0.36
H 1.54 -1.67 -2.30
H 3.79 4.18 -0.45
H -2.30 -0.40 1.67
H -0.67 -1.33 3.85
H 3.94 -0.06 5.62
H 3.69 -2.41 2.20
H 5.42 0.63 -3.58
H 3.02 -0.92 -4.43
H 2.70 2.67 5.47
H -7.30 -4.33 -1.34
H 3.50 -0.44 0.76
H -2.27 -1.87 3.43
H -0.92 1.69 -6.00
H -1.60 -3.22 1.67
H -5.61 -1.84 -4.38
H 2.18 4.18 1.13
H 4.93 2.66 -2.40
H -5.42 -3.76 0.16
H 1.71 -0.03 -3.64
H 0.79 -3.98 -1.82
H -7.39 -3.36 -3.61
H -0.51 -3.57 2.99
H -4.62 2.69 -1.79
H -3.57 1.47 1.63
H 0.47 3.13 -4.50
H 2.63 -1.93 4.70
H -3.08 1.89 -2.06
H -3.05 0.65 0.13
H -1.50 0.44 2.78
H -3.17 3.65 -2.08
H -0.06 -1.82 -2.09
H 3.07 1.06 6.66
H 2.52 -1.20 2.67
H 2.90 -0.67 6.91
H 1.13 -1.97 5.60
```

Q: Which max |F| values were calculated for the entries above? A: 0.16, 1.12, in eV/A.